No. 1
ORCA calculation (ωB97M-V/def2-TZVPD) on a cluster of 3 separate species, C27H45N3O4 in total at a distorted geometry.

HOMO (spin up / spin down), eV: -8.8 / -9.4
Spin multiplicity: 3
LUMO energy (spin up / spin down), eV: -1.70 / -1.70
Net charge: 0
Orbital gap (spin up / spin down), eV: 7.1 / 7.7

Atoms and positions in Å:
O -1.302 2.349 1.480
O 1.986 1.355 5.160
O -3.397 -1.639 -1.789
O 1.219 -2.164 -4.525
N -4.907 0.816 -4.103
N 1.884 2.581 4.588
N 0.965 -3.439 -4.914
C -3.872 2.811 -2.933
C -0.487 -3.704 -4.675
C -1.391 -2.569 -5.219
C -5.102 0.827 -1.524
C 2.014 -5.693 -4.962
C 1.936 -4.333 -4.213
C 1.650 4.555 6.773
C -4.672 1.420 -2.964
C -1.108 -0.030 0.699
C 3.257 4.594 4.072
C 0.104 -4.935 -2.516
C 3.387 -3.790 -4.260
C 0.475 3.656 6.391
C -1.816 1.405 0.824
C 2.976 3.867 6.469
C -1.634 -1.073 -0.117
C -3.709 0.569 -0.747
C -2.946 -0.802 -0.976
C -0.602 2.108 4.754
C 0.542 3.139 4.939
C 1.569 -4.562 -2.732
C -0.815 -3.917 -3.184
C 0.188 4.283 3.946
C 4.399 2.589 4.845
C -3.203 1.603 0.084
C -0.937 -4.945 -5.482
C 3.075 3.378 5.010
H 2.500 5.365 4.205
H -4.263 3.476 -2.091
H -1.853 -4.245 -3.071
H -0.602 1.693 3.743
H -0.736 -2.968 -2.644
H 4.502 2.201 3.827
H -4.475 1.446 -4.813
H -1.276 -1.637 -4.660
H -2.446 -2.844 -5.144
H -0.458 4.210 6.550
H -0.542 1.281 5.466
H 0.760 4.210 3.019
H -1.576 2.578 4.919
H -3.941 3.343 -3.950
H 4.083 -4.517 -3.831
H 1.669 -5.609 -5.995
H -0.542 -5.884 -5.097
H 3.251 4.286 3.023
H -0.862 4.251 3.644
H -2.026 -5.050 -5.457
H -1.177 -2.366 -6.273
H 3.040 -6.066 -5.026
H 3.512 -2.872 -3.681
H 1.436 -6.479 -4.470
H 3.702 -3.595 -5.289
H -5.798 1.523 -0.951
H 1.780 -3.660 -2.150
H -0.100 -5.941 -2.890
H 2.200 -5.353 -2.307
H -0.646 -4.857 -6.533
H 3.796 4.558 6.690
H -5.680 -0.148 -1.684
H 5.260 3.233 5.041
H 1.600 4.785 7.845
H -0.111 -4.964 -1.441
H 3.098 3.022 7.156
H 4.216 5.087 4.258
H 4.477 1.750 5.541
H -0.167 -0.166 1.327
H 1.588 5.515 6.257
H -1.113 -2.087 -0.151
H 0.349 5.275 4.373
H -3.830 2.561 0.141
H -2.774 2.535 -2.714
H 0.451 2.813 7.087



No. 2
ORCA calculation (ωB97M-V/def2-TZVPD) on the molecule C6H16N2 at a distorted geometry.

HOMO, eV: -8.6
LUMO energy, eV: 1.16
Net charge: 0
Orbital gap, eV: 9.7
SMILES: CCCCNCCN

Atoms and positions in Å:
N 1.950 -0.778 -3.297
N -0.374 0.208 -0.899
C 0.831 0.594 -1.583
C -1.533 0.100 1.279
C -0.226 -0.096 3.455
C -0.856 -0.835 2.276
C -0.559 0.881 0.397
C 0.819 0.138 -3.032
H 0.627 0.482 3.120
H 1.663 -1.734 -3.149
H 0.857 1.001 -3.693
H -0.158 -1.489 1.744
H 0.398 1.115 0.890
H -0.120 -0.383 -3.228
H 0.913 1.682 -1.561
H 2.322 -0.689 -4.230
H -0.970 1.875 0.191
H -0.459 -0.768 -0.687
H -2.212 0.770 1.798
H 0.124 -0.818 4.195
H -2.167 -0.442 0.573
H -1.615 -1.526 2.667
H 1.714 0.153 -1.130
H -0.968 0.560 3.904



No. 3
ORCA calculation (ωB97M-V/def2-TZVPD) on a cluster of 2 separate species, C3H3NOS in total at a distorted geometry.

HOMO, eV: -9.3
LUMO energy, eV: -0.72
Net charge: 0
Orbital gap, eV: 8.6

Atoms and positions in Å:
S 2.037 0.042 -0.045
O -1.879 0.633 0.103
N -0.547 -1.160 -0.147
C 0.191 0.026 0.009
C -1.787 -0.681 -0.071
C -0.480 1.108 -0.070
H -0.503 2.277 0.226
H 1.919 -1.376 1.223
H -2.688 -1.242 0.279



No. 4
ORCA calculation (ωB97M-V/def2-TZVPD) on a structure of composition C26H40Cl6F20HfNO16P3S2 at a distorted geometry.

HOMO, eV: -9.2
LUMO energy, eV: -2.65
Net charge: 0
Orbital gap, eV: 6.6

Atoms and positions in Å:
Hf -3.253 -1.651 0.065
Cl 3.007 -3.029 4.783
Cl -2.397 6.806 -1.476
Cl -0.058 5.548 0.788
Cl -0.093 4.371 6.060
Cl 1.206 -0.382 4.335
Cl -1.375 3.462 3.127
S -0.172 -0.170 1.078
S -0.451 0.142 -1.314
P -2.247 -3.778 2.310
P -5.124 -2.346 -2.372
P -4.405 1.882 -1.330
F -5.791 -1.377 -3.382
F -3.590 0.413 -0.828
F -3.374 -4.309 3.251
F -1.517 -5.137 2.029
F -3.677 -1.531 -2.421
F -6.372 -3.260 -2.094
F -5.077 1.100 -2.536
F -4.596 -3.289 -3.535
F -1.497 -0.291 -2.445
F -5.090 3.263 -1.709
F -4.189 -3.242 -1.290
F -1.051 -0.777 2.271
F -3.135 2.179 -2.245
F -5.497 -1.396 -1.103
F -5.608 1.415 -0.374
F -3.184 -3.983 0.913
F -1.239 -3.416 3.443
F -1.275 -3.038 1.198
F -3.676 2.580 -0.070
F -2.972 -2.282 2.322
O 1.835 5.672 -1.995
O 4.367 6.296 -0.996
O 2.525 1.303 -0.476
O -5.275 -2.354 1.106
O 0.916 -1.075 1.120
O -1.597 -2.865 -3.979
O -3.984 -0.135 1.663
O -1.777 -3.077 -1.283
O 2.577 -4.793 -0.989
O -0.528 1.548 -1.417
O 6.273 0.675 -2.797
O 2.637 -4.882 -3.655
O -0.073 1.176 1.492
O 0.713 -0.572 -1.687
O 4.963 -0.745 -0.868
O 5.175 1.825 0.053
N -1.334 -0.578 -0.124
C 7.114 1.612 -3.417
C -1.431 4.724 -0.028
C 2.964 -0.420 3.987
C 3.940 -1.684 -0.639
C 0.543 -3.829 -3.894
C 4.385 2.788 -0.415
C -3.333 1.056 2.166
C 3.398 -1.801 3.547
C 0.420 -3.879 -1.037
C 1.654 -4.404 -3.138
C 2.950 2.408 -0.730
C 2.134 3.511 -1.228
C 2.587 4.751 -1.395
C -5.282 -0.293 2.274
C -5.705 -1.726 2.317
C 4.832 4.038 -0.552
C 3.976 5.146 -0.991
C 6.093 -1.321 -1.476
C 0.363 3.645 3.477
C 1.510 -4.357 -1.643
C -0.724 -3.429 -1.800
C 0.688 3.257 4.890
C -0.554 -3.381 -3.293
C 6.984 -0.217 -1.990
C -1.634 5.162 -1.440
C -5.832 -3.690 1.097
H -4.014 1.895 2.251
H 4.480 -1.848 3.432
H 3.160 -1.222 -0.040
H 7.590 0.289 -1.225
H 1.181 3.183 -1.629
H 4.867 0.970 -0.323
H 0.629 4.687 3.317
H 0.906 3.077 2.724
H -0.718 5.373 -1.985
H 6.723 -1.896 -0.782
H 3.435 -1.968 -1.571
H 2.341 6.494 -2.089
H 7.862 1.123 -4.061
H 7.723 2.146 -2.675
H -5.916 0.328 1.637
H 7.759 -0.731 -2.590
H -2.333 4.779 0.575
H 6.531 2.288 -4.034
H 2.946 -2.098 2.603
H -6.916 -3.624 1.026
H 3.173 0.301 3.201
H -5.294 0.120 3.283
H -5.503 -4.299 1.937
H -1.129 3.679 0.040
H 3.449 -0.185 4.930
H -6.797 -1.686 2.379
H -1.759 -3.470 -4.713
H 4.310 -2.572 -0.119
H 0.400 2.250 5.175
H 5.825 4.288 -0.202
H 0.427 -3.834 0.042
H 1.753 3.354 5.097
H -2.469 1.370 1.588
H 0.586 -3.818 -4.976
H -2.846 0.744 3.094
H 5.802 -1.989 -2.293
H -5.351 -2.301 3.173
H 3.241 -5.029 -1.662
H -2.246 4.461 -1.999
H -5.487 -4.190 0.201



No. 5
ORCA calculation (ωB97M-V/def2-TZVPD) on a cluster of 2 separate species, C3H7N3OS in total at a distorted geometry.

HOMO, eV: -8.8
LUMO energy, eV: -1.87
Net charge: 0
Orbital gap, eV: 6.9

Atoms and positions in Å:
S -1.768 1.162 -1.635
O -2.042 0.565 1.662
N -0.754 0.558 0.899
N 0.806 -0.568 -2.146
N 0.234 -0.527 -0.867
C 1.193 -0.277 0.355
C -0.850 0.294 -0.528
C 0.212 -0.408 1.392
H 1.755 0.579 0.314
H 0.030 -0.957 -2.654
H 0.743 0.351 -2.619
H 1.871 -1.187 0.376
H 0.052 -1.556 1.521
H 0.535 -0.321 2.501
H -2.017 2.291 1.427



No. 6
ORCA calculation (ωB97M-V/def2-TZVPD) on a structure of composition H12O6 at a distorted geometry.

HOMO, eV: -8.2
LUMO energy, eV: -0.09
Net charge: 0
Orbital gap, eV: 8.1

Atoms and positions in Å:
O -1.463 0.592 -1.520
O 1.091 1.999 0.857
O -0.934 -1.411 -2.143
O 0.508 0.389 -0.344
O 0.638 -1.388 1.296
O 0.815 0.376 2.484
H 0.193 -1.876 0.604
H -1.411 -1.682 -2.927
H -2.142 0.639 -0.847
H 0.639 2.640 0.309
H 0.906 -0.309 1.822
H -1.535 1.422 -1.991
H 0.738 1.154 0.577
H 1.481 0.167 3.139
H 0.710 -2.010 2.020
H -1.162 -0.488 -2.030
H 0.972 -0.435 -0.198
H -0.042 0.223 -1.109



No. 7
ORCA calculation (ωB97M-V/def2-TZVPD) on a cluster of 2 separate species, C2H3N2O2 in total at a distorted geometry.

HOMO (spin up / spin down), eV: -1.2 / -3.1
Spin multiplicity: 3
LUMO energy (spin up / spin down), eV: 4.18 / 3.14
Net charge: -1
Orbital gap (spin up / spin down), eV: 5.4 / 6.2

Atoms and positions in Å:
O -2.201 0.136 -0.394
O -0.200 1.086 -2.311
N 0.675 0.327 -0.254
N 1.897 -0.146 0.134
C 0.811 -0.321 1.009
C -0.107 0.435 -1.293
H 0.285 -1.286 1.119
H -1.881 -0.632 0.053
H 0.722 0.400 1.937



No. 8
ORCA calculation (ωB97M-V/def2-TZVPD) on a structure of composition C8H18ClIInO2P at a distorted geometry.

HOMO (spin up / spin down), eV: -15.5 / -15.5
LUMO energy (spin up / spin down), eV: -10.57 / -10.57
Net charge: +2
Orbital gap (spin up / spin down), eV: 4.9 / 4.9

Atoms and positions in Å:
I -0.298 1.073 1.757
In 0.874 -1.378 -1.651
Cl 0.301 -3.184 -2.909
P -1.183 0.533 -1.792
O -0.057 3.834 3.969
O 1.907 -1.400 0.531
C -2.001 2.036 -1.090
C -2.654 -0.432 -2.273
C 1.139 1.677 0.484
C 2.461 -1.476 2.880
C 1.778 -1.915 1.641
C -0.054 3.691 2.839
C -0.768 1.260 -3.448
C 0.863 -3.101 1.826
H -3.192 0.065 -3.094
H 1.735 -0.906 3.461
H -0.106 -2.790 2.305
H -2.318 -1.429 -2.577
H 2.713 -2.305 3.525
H 0.663 2.669 0.293
H 0.676 -3.611 0.840
H -1.284 2.773 -0.717
H -1.673 1.610 -3.962
H -2.656 1.755 -0.261
H -0.252 0.504 -4.047
H 3.367 -0.939 2.683
H 1.371 1.133 -0.468
H -0.097 2.112 -3.284
H -3.291 -0.521 -1.385
H 1.337 -3.798 2.564
H -2.610 2.554 -1.844
H 1.922 1.540 1.268



No. 9
ORCA calculation (ωB97M-V/def2-TZVPD) on the molecule C2H3BrO2 at a distorted geometry.

HOMO, eV: -10.3
LUMO energy, eV: 0.68
Net charge: 0
Orbital gap, eV: 11.0
SMILES: O[C@@]1(Br)CO1

Atoms and positions in Å:
Br -2.254 0.132 0.213
O 0.412 0.496 -1.056
O -0.100 -1.476 -0.027
C 0.588 0.849 0.322
C -0.340 -0.194 -0.124
H 0.365 1.762 0.702
H -0.293 -2.153 -0.683
H 1.622 0.584 0.653



No. 10
ORCA calculation (ωB97M-V/def2-TZVPD) on a structure of composition C13H29HgN4O7 at a distorted geometry.

HOMO (spin up / spin down), eV: -8.0 / -8.8
Spin multiplicity: 2
LUMO energy (spin up / spin down), eV: 0.23 / -1.38
Net charge: 0
Orbital gap (spin up / spin down), eV: 8.2 / 7.4

Atoms and positions in Å:
Hg -2.273 2.241 -2.377
O -4.501 -2.090 2.223
O -0.982 2.172 -0.559
O 3.616 -1.103 4.072
O -1.585 0.002 -2.564
O -0.388 2.291 -3.657
O 0.695 1.287 0.552
O -1.197 1.400 1.544
N -3.011 -0.680 1.471
N 0.371 -0.816 -1.938
N 1.805 2.617 -3.973
N 2.256 -1.765 5.690
C 2.515 -1.129 4.550
C -4.552 0.264 3.172
C -0.587 -0.613 -2.877
C -4.060 -0.931 2.246
C 0.544 2.593 -4.401
C -2.577 -1.626 0.452
C 1.704 -1.430 -2.108
C 1.322 -0.870 3.644
C -0.472 1.601 0.442
C 3.203 -2.237 6.651
C 2.278 2.316 -2.563
C 0.345 2.782 -5.842
C -0.427 -1.338 -4.222
H 1.173 3.371 -6.238
H -0.352 -2.410 -4.040
H -3.059 -1.379 -0.495
H -5.346 0.734 2.592
H -2.384 0.065 1.740
H 3.691 -3.162 6.344
H 2.621 -2.621 7.489
H -0.449 3.522 -5.746
H 2.520 2.724 -4.677
H 1.343 -1.612 6.093
H 1.508 2.048 -1.839
H 1.832 -2.373 -1.576
H -0.419 1.191 2.065
H 0.439 -0.503 4.168
H 4.016 -1.551 6.891
H -1.268 -1.218 -4.906
H -4.887 0.021 4.180
H -3.883 1.125 3.166
H 1.140 -1.711 2.975
H 0.502 -1.165 -4.765
H -1.528 -1.501 0.183
H 1.373 0.000 2.991
H 2.058 -1.432 -3.139
H 3.024 1.524 -2.641
H 2.372 -0.747 -1.586
H 0.091 -0.380 -1.071
H -2.803 -2.655 0.728
H -0.135 1.980 -6.403
H 2.767 3.179 -2.112



No. 11
ORCA calculation (ωB97M-V/def2-TZVPD) on a structure of composition C29H37BrN3P2S4SbTcTe at a distorted geometry.

HOMO, eV: -15.7
LUMO energy, eV: -10.26
Net charge: +3
Orbital gap, eV: 5.5

Atoms and positions in Å:
Te -1.366 2.102 -1.667
Sb -3.833 0.076 -4.187
Tc -0.637 -2.119 -0.696
Br -2.170 -7.242 -2.680
S -2.434 -1.325 -1.572
S -5.166 -0.665 -5.735
S -2.269 -1.741 -3.591
S -3.403 1.863 -2.873
P 1.472 -1.022 -0.881
P -0.801 -1.122 1.416
N 0.365 1.190 2.321
N 2.317 1.280 0.313
N -0.690 -4.167 -0.427
C 1.323 0.501 -3.178
C -0.435 6.621 -0.397
C -1.315 -4.914 -1.379
C 1.311 2.161 2.322
C -1.282 -6.287 -1.357
C -0.582 -6.927 -0.349
C -0.014 -4.797 0.560
C 2.306 2.208 1.302
C -0.351 6.257 -1.749
C 2.182 -0.579 -2.532
C 2.312 4.063 3.379
C -3.129 0.457 1.260
C 2.104 -1.875 -3.369
C 3.640 -0.108 -2.416
C -0.788 5.686 0.591
C -0.966 4.006 -1.131
C -1.051 4.386 0.235
C 1.330 3.124 3.361
C -2.343 -0.104 3.554
C 2.671 -2.170 -0.125
C 0.377 0.306 1.347
C 3.310 3.208 1.344
C 1.380 0.359 0.322
C 3.311 4.103 2.365
C -2.461 -0.626 2.112
C -0.622 4.963 -2.124
C -3.309 -1.918 2.107
C -0.074 -2.101 2.772
C 0.066 -6.161 0.617
H -0.868 5.994 1.626
H -4.125 0.645 1.667
H 1.761 0.774 -4.141
H 4.063 3.221 0.566
H -2.575 1.399 1.310
H 0.304 0.153 -3.366
H -0.576 4.676 -3.167
H -2.059 -0.888 4.255
H -3.012 -2.604 2.901
H 4.305 -0.916 -2.106
H 2.327 -2.526 0.845
H 3.749 0.726 -1.727
H 3.971 0.217 -3.405
H -1.847 -4.389 -2.164
H -3.261 0.173 0.215
H 4.086 4.857 2.422
H -0.679 -2.986 2.975
H 2.272 -1.624 -4.418
H 2.871 -2.596 -3.082
H 2.855 -3.022 -0.779
H 1.122 -2.359 -3.308
H -0.083 6.996 -2.495
H -4.353 -1.651 2.286
H 0.947 -2.401 2.541
H -0.036 -1.479 3.665
H -1.327 3.656 0.986
H 0.567 3.074 4.128
H -0.229 7.645 -0.109
H 0.459 -4.174 1.304
H 3.598 -1.616 0.028
H 1.313 1.408 -2.573
H 0.620 -6.630 1.418
H -3.332 0.248 3.859
H -3.271 -2.452 1.154
H -0.545 -8.009 -0.315
H -1.644 0.720 3.641
H 2.347 4.792 4.179



| no. | electronic energy (Eh) |
| --- | --- |
| 1 | -1520.7507 |
| 2 | -347.6915 |
| 3 | -644.1625 |
| 4 | -8900.8782 |
| 5 | -755.9223 |
| 6 | -458.4254 |
| 7 | -337.7819 |
| 8 | -1754.7959 |
| 9 | -2802.4330 |
| 10 | -1411.8504 |
| 11 | -6729.1294 |